{
  "formula": "C16H15BrN3O2PtS2",
  "method": "the ωB97M-V functional and the def2-TZVPD basis",
  "species": ["H", "C", "H", "S", "N", "C", "O", "C", "C", "C", "C", "H", "H", "H", "C", "N", "H", "H", "H", "C", "H", "C", "Pt", "C", "C", "H", "H", "S", "C", "C", "H", "H", "C", "H", "C", "Br", "C", "O", "H", "N"],
  "xyz": [[1.8194, -4.9817, -5.8809], [-5.3516, 0.6086, -0.4418], [3.3109, -4.0945, -4.1165], [-4.1546, -0.7381, -2.4666], [-0.2064, -1.5207, 1.7877], [1.4464, -4.2512, -5.1752], [2.7108, -2.3973, -2.3558], [-1.5232, -1.3755, 3.7730], [-0.1594, -2.8424, 1.9063], [-0.0651, -1.4455, -2.3598], [-0.7172, -5.0215, 3.0164], [-5.9653, 1.4413, -0.1031], [2.2993, -1.7171, -1.8058], [-2.0457, -0.7586, 4.4901], [0.1265, -3.8058, -5.2665], [-1.3492, -1.2142, -2.3816], [-1.3601, -2.5271, -4.4100], [0.3238, -5.3441, 3.0577], [-1.9862, -3.2443, 4.7068], [-0.8705, -0.8287, 2.6992], [-5.4613, 1.2688, -2.4995], [-1.4780, -2.7618, 3.8819], [-0.2406, 0.0877, 0.0507], [1.8259, -2.8224, -3.2734], [2.2825, -3.7678, -4.1954], [-1.1611, -5.4676, 2.1258], [-0.5191, -4.1832, -6.0472], [-3.6065, 1.0621, -0.1621], [-0.7941, -3.5262, 2.9439], [-3.0078, -0.0577, -1.3524], [-5.5674, -0.2760, 0.1544], [-6.4524, -0.1607, -2.1429], [-0.3423, -2.8866, -4.3596], [-1.2345, -5.4032, 3.8930], [0.4845, -2.3839, -3.3440], [-0.8606, 1.0530, 2.2699], [-5.5157, 0.3478, -1.9213], [0.7399, -0.8618, -1.5067], [0.4154, -3.3672, 1.1520], [-1.7576, -0.3589, -1.4172]],
  "lowdin_charge": [0.112, -0.492, 0.124, 0.987, -0.067, -0.060, 0.084, -0.054, -0.049, -0.397, -0.025, 0.088, 0.074, 0.122, -0.077, 0.036, 0.109, 0.096, 0.132, -0.672, 0.084, 0.015, 0.925, -0.252, -0.004, 0.096, 0.106, 0.895, -0.222, -0.919, 0.083, 0.088, -0.025, 0.086, -0.084, 0.849, -0.495, -0.195, 0.142, -0.244],
  "lumo_energy_ev": [-4.9, -5.0],
  "homo_energy_ev": [-10.58, -10.58],
  "total_energy_ha": -4422.87462,
  "total_charge": 1,
  "homo_lumo_gap_ev": [5.6441, 5.5950],
  "multiplicity": 1
}

=====

{
  "formula": "C9H11INO",
  "method": "the ωB97M-V functional and the def2-TZVPD basis",
  "species": ["H", "H", "C", "C", "H", "N", "O", "H", "H", "C", "I", "H", "H", "C", "H", "C", "H", "C", "H", "H", "C", "C", "C"],
  "xyz": [[-1.1744, 1.7644, -3.6608], [-0.7041, 0.0982, 2.0887], [-1.1635, 1.2625, -2.6051], [-0.8524, -0.6756, -1.2508], [-1.1337, 2.1170, 0.7473], [0.5303, -1.3308, 1.2829], [-1.9267, -2.7419, 1.4787], [0.6462, -1.7951, 0.2825], [-0.7095, -1.8219, -1.2721], [-0.9608, -0.0996, -2.4506], [-3.7952, -0.4485, 1.5276], [0.6625, -1.9443, 2.1552], [2.6120, -0.6870, 1.6378], [-0.9083, 0.0712, -0.1398], [-1.0866, -0.7505, -3.3448], [-1.1775, 2.0521, -1.4051], [1.4288, 0.3226, 2.2618], [-1.0691, 1.4304, -0.2153], [1.8338, 0.3429, 0.4060], [-1.3789, 3.1186, -1.3054], [-0.7454, -0.5842, 1.2505], [-1.9349, -1.5794, 1.3420], [1.6577, -0.3000, 1.3774]],
  "lowdin_charge": [0.155, 0.141, -0.015, -0.094, 0.171, 0.035, 0.076, 0.216, 0.167, -0.091, 0.914, 0.224, 0.081, -0.312, 0.137, -0.053, 0.110, -0.092, 0.158, 0.120, -0.289, -0.764, 0.006],
  "lumo_energy_ev": -3.4,
  "homo_energy_ev": -12.82,
  "total_energy_ha": -776.93334,
  "total_charge": 1,
  "smiles": "C[NH2+][C@H](C(=O)I)c1ccccc1",
  "homo_lumo_gap_ev": 9.4301,
  "relative_energy_kj_mol": 0.0,
  "multiplicity": 1
}

=====

{
  "formula": "C17H22N2O2",
  "method": "the ωB97M-V functional and the def2-TZVPD basis",
  "species": ["H", "C", "H", "H", "H", "C", "H", "C", "C", "H", "N", "H", "H", "C", "H", "C", "H", "H", "H", "C", "H", "C", "H", "H", "C", "C", "C", "H", "O", "C", "H", "C", "C", "H", "H", "H", "H", "O", "C", "N", "C", "C", "H"],
  "xyz": [[2.5103, -0.7096, 3.0281], [-1.5350, 1.8750, -3.3428], [5.0877, -0.8552, 3.3852], [0.0375, -2.9679, -0.8892], [-0.5896, 1.7372, 1.8186], [3.0561, -0.9416, 2.1290], [-4.5739, 1.3627, -4.2708], [1.3296, 0.9889, -0.2217], [-2.1264, -0.2384, -1.6227], [0.8172, -0.8349, -0.9254], [-0.2751, -0.7961, 0.5929], [-1.1565, 2.8668, -4.0615], [-4.0501, -0.0160, -2.3804], [-1.5271, -0.9938, 2.4709], [-2.2542, -0.9603, -0.9327], [-0.8317, -2.2756, 1.9363], [-3.7272, 2.5679, -4.6593], [-2.0785, -0.7825, 3.5192], [3.0157, -2.1079, 2.0153], [0.5847, -2.7889, -0.0521], [0.8396, 1.9542, -0.0366], [-2.7517, 1.4520, -3.3903], [0.4926, -3.8428, 0.5184], [2.0610, 1.2388, -0.9814], [2.0291, 0.7984, 1.1732], [-0.4293, 1.4755, -2.5168], [0.1878, -0.1389, -0.4774], [0.3892, 2.0462, -2.4403], [2.6984, -0.4557, 0.8751], [4.4880, -0.3559, 2.4533], [1.4632, -2.7642, -0.1677], [-0.6560, 0.6322, -1.6519], [-0.9350, 0.0329, 1.3598], [-0.9309, -3.2118, 2.4862], [-1.7029, 1.8576, 0.6789], [-2.3327, 1.6013, 2.1001], [5.1281, -0.5622, 1.8381], [2.0374, 1.5869, 2.2376], [-1.4965, 1.3946, 1.5921], [-3.6010, 1.7877, -4.3322], [-0.1926, -1.8772, 0.9654], [-2.9422, 0.3882, -2.4147], [4.4431, 0.8326, 2.5942]],
  "lowdin_charge": [0.106, -0.055, 0.132, 0.057, 0.030, -0.264, 0.149, -0.014, 0.067, 0.116, -0.106, 0.180, 0.140, 0.092, 0.067, -0.047, -0.020, 0.117, 0.153, 0.066, 0.112, -0.400, 0.146, 0.127, -0.259, -0.110, -0.172, 0.079, -0.042, -0.049, -0.053, -0.068, -0.177, 0.109, 0.065, 0.056, -0.068, 0.030, -0.005, 0.158, -0.501, -0.070, 0.126],
  "lumo_energy_ev": 0.7,
  "homo_energy_ev": -7.47,
  "total_energy_ha": -920.38737,
  "smiles": "CCOC(=O)C[C@H](c1ccc(N)cc1)n1c(C)ccc1C",
  "homo_lumo_gap_ev": 8.1800,
  "relative_energy_kj_mol": 1782.0,
  "multiplicity": 1
}